1.
Density functional theory data (ωB97M-V/def2-TZVPD) for a structure of composition C18H40AgClF4N4O8S4 at a distorted geometry.

The HOMO-LUMO gap comes out at 5.34 eV. The value obtained for the maximum force is 9.6 eV/Å. The energy above the lowest of the compared OMol25 structures with the same formula, charge and spin is 7.677 eV.

CARTESIAN COORDINATES (ANGSTROEM)
Ag  -0.043  -23.909  22.816
Cl  -4.118  -23.907  22.449
S  2.618  -23.991  26.863
S  2.027  -26.216  26.415
S  1.624  -22.905  18.577
S  3.303  -21.832  19.835
F  0.526  -23.996  18.832
F  0.797  -27.107  25.920
F  2.146  -22.531  26.290
F  4.010  -22.330  21.184
O  3.054  -26.790  25.562
O  2.045  -26.590  27.802
O  2.410  -23.868  28.323
O  0.793  -21.793  18.225
O  2.400  -23.555  17.523
O  4.342  -22.058  18.800
O  3.993  -24.045  26.374
O  2.798  -20.488  20.151
N  4.333  -34.424  21.477
N  2.098  -22.948  19.980
N  -3.327  -17.508  20.267
N  1.512  -24.901  25.937
C  2.830  -32.144  21.272
C  -3.627  -15.224  19.794
C  -5.687  -18.124  20.840
C  3.620  -36.682  21.908
C  -4.650  -18.041  19.724
C  3.071  -33.538  21.927
C  -7.645  -18.183  19.127
C  -2.701  -15.739  18.648
C  1.510  -30.050  21.295
C  -3.447  -16.134  21.005
C  -2.575  -18.490  21.192
C  5.491  -33.496  21.257
C  4.658  -35.636  22.347
C  -6.902  -18.899  20.266
C  1.495  -31.522  21.713
C  3.483  -36.490  20.417
C  3.803  -35.063  20.102
C  -2.425  -17.195  19.038
H  -1.568  -18.122  21.387
H  -3.045  -18.470  22.175
H  5.708  -32.964  22.184
H  -1.382  -17.395  19.282
H  -7.161  -18.368  18.167
H  4.698  -35.298  23.382
H  2.700  -36.354  22.393
H  2.472  -36.794  20.142
H  -2.496  -16.093  21.535
H  -8.691  -18.477  19.047
H  0.799  -29.412  21.821
H  2.426  -29.521  21.561
H  -5.314  -18.712  21.679
H  -2.644  -17.845  18.191
H  -6.575  -19.861  19.871
H  -3.185  -15.586  17.683
H  -6.045  -17.210  21.313
H  3.642  -31.577  21.727
H  2.187  -34.170  21.846
H  -4.950  -17.361  18.928
H  -2.604  -19.518  20.830
H  0.669  -32.156  21.390
H  4.133  -37.136  19.828
H  3.015  -32.132  20.197
H  -4.350  -18.956  19.212
H  1.485  -31.511  22.803
H  5.631  -35.902  21.936
H  -3.495  -14.154  19.955
H  -4.646  -15.138  19.418
H  -7.577  -19.156  21.082
H  -7.704  -17.099  19.221
H  -1.743  -15.227  18.563
H  -4.252  -16.058  21.736
H  2.991  -34.559  19.577
H  3.833  -37.718  22.170
H  1.424  -29.983  20.210
H  6.358  -34.101  20.988
H  4.678  -35.002  19.454
H  5.089  -32.846  20.481
H  3.242  -33.410  22.996

=====

2.
Density functional theory data (ωB97M-V/def2-TZVPD) for a structure of composition C18H40As3F5N2O4STeTi.

The total charge is +2. The HOMO-LUMO gap comes out at 6.47 eV. The value obtained for the maximum force is 0.6 eV/Å. The energy above the lowest of the compared OMol25 structures with the same formula, charge and spin is 0.000 eV.

CARTESIAN COORDINATES (ANGSTROEM)
Te  -0.855  3.561  -2.355
As  1.948  1.876  0.529
As  3.631  -0.532  4.210
As  1.193  -2.013  -0.448
Ti  -0.279  -0.014  -1.438
S  0.347  -0.895  -3.885
F  -0.774  5.237  -1.586
F  -1.623  0.879  -2.336
F  -1.394  3.028  -0.539
F  -2.651  3.583  -2.739
F  -0.611  4.423  -4.025
O  0.843  1.031  -0.490
O  -0.617  -1.461  -2.872
O  0.873  0.285  -3.082
O  1.355  -1.785  -4.333
N  -1.617  -0.449  0.059
N  -4.062  -0.384  -0.019
C  -0.587  -0.282  -5.233
C  -4.761  0.938  0.027
C  -5.401  1.197  -1.326
C  -2.793  -0.415  0.019
C  0.357  -2.850  1.084
C  0.857  2.385  2.004
C  3.052  -1.638  0.048
C  3.535  0.799  0.724
C  3.516  -0.678  1.168
C  1.466  -3.527  -1.613
C  2.489  3.432  -0.440
C  5.004  -1.035  1.374
C  -4.856  -1.598  -0.397
C  2.244  -1.403  5.278
C  -6.212  -0.022  -1.826
C  3.038  1.312  4.528
C  2.720  -0.902  2.464
C  -6.252  -1.158  -0.804
H  0.324  1.509  2.367
H  -6.823  -0.867  0.079
H  -7.231  0.276  -2.063
H  2.430  -1.198  6.331
H  2.295  -2.481  5.130
H  -4.613  1.453  -2.036
H  1.248  -1.043  5.018
H  5.541  -1.019  0.425
H  1.951  1.389  4.535
H  5.095  -2.034  1.801
H  1.804  4.258  -0.253
H  1.998  -3.223  -2.511
H  3.469  1.990  3.790
H  -0.540  -3.357  0.730
H  3.490  3.713  -0.112
H  4.162  1.384  1.406
H  -5.488  0.880  0.835
H  3.413  1.623  5.503
H  -1.312  -1.053  -5.490
H  0.493  -3.925  -1.896
H  -1.090  0.633  -4.931
H  -6.034  2.079  -1.230
H  1.747  -0.395  2.432
H  1.034  -3.587  1.514
H  -6.760  -2.028  -1.220
H  1.464  2.818  2.795
H  -5.780  -0.396  -2.757
H  5.496  -0.344  2.059
H  2.033  -4.285  -1.075
H  -4.021  1.695  0.283
H  3.551  -1.396  -0.895
H  -4.344  -2.082  -1.229
H  3.987  0.897  -0.269
H  0.151  3.113  1.604
H  2.500  -1.969  2.545
H  3.407  -2.634  0.327
H  0.080  -2.113  1.832
H  2.527  3.184  -1.500
H  -4.875  -2.275  0.457
H  0.101  -0.117  -6.059

=====

3.
Density functional theory data (ωB97M-V/def2-TZVPD) for a structure of composition C18H40AsBF10N2O12P2 at a distorted geometry.

The total charge is -2. The HOMO-LUMO gap comes out at 5.10 eV. The value obtained for the maximum force is 3.1 eV/Å.

CARTESIAN COORDINATES (ANGSTROEM)
As  2.626  0.194  -1.964
P  -3.434  2.316  -4.538
P  3.523  -2.282  2.911
F  -0.545  -3.523  2.093
F  3.445  1.751  -2.132
F  2.287  0.155  -3.666
F  2.942  0.242  -0.238
F  1.886  -1.397  -1.878
F  -1.103  -2.736  -0.086
F  4.246  -0.461  -2.218
F  1.095  0.981  -1.741
F  -1.712  -4.789  0.659
F  -2.629  -2.812  1.610
O  -2.115  2.853  -4.156
O  -4.625  3.386  -4.294
O  -3.638  1.882  -6.064
O  -1.374  4.059  5.631
O  -3.626  4.419  3.811
O  -1.522  1.641  0.817
O  0.662  1.438  2.421
O  3.776  -3.851  2.870
O  -3.898  1.140  -3.563
O  2.416  -1.780  2.082
O  3.177  -2.058  4.475
O  4.933  -1.555  2.689
N  0.280  -0.790  0.955
N  3.208  1.421  2.333
C  2.598  -4.720  3.093
C  -0.321  2.101  2.894
C  -3.043  -0.013  -3.359
C  1.886  -1.946  5.028
C  -2.688  3.591  3.598
C  -0.434  2.619  4.183
C  -2.726  2.855  2.432
C  -2.611  1.528  -6.947
C  -2.155  0.041  -6.838
C  -6.738  4.091  -5.337
C  -6.005  3.068  -4.498
C  -1.531  3.409  4.562
C  1.495  -0.494  5.191
C  -1.604  2.134  1.939
C  5.376  -1.453  1.311
C  2.852  -5.969  2.314
C  6.060  -0.081  1.119
C  -2.433  0.059  -1.970
B  -1.483  -3.472  1.072
H  1.807  -4.144  2.600
H  -3.539  -0.913  -3.714
H  -2.910  1.717  -7.977
H  -7.748  3.699  -5.452
H  -2.871  -0.644  -6.376
H  -1.694  2.094  -6.768
H  6.087  0.441  2.081
H  7.124  -0.199  0.912
H  0.023  0.139  1.376
H  -6.450  2.944  -3.506
H  3.597  2.134  2.960
H  1.392  0.009  4.222
H  1.138  -2.365  4.339
H  0.272  -0.719  -0.059
H  -2.139  0.101  -3.973
H  6.068  -2.232  1.005
H  -3.289  0.080  -1.286
H  -3.508  3.074  1.719
H  4.457  -1.346  0.730
H  3.608  0.547  2.659
H  2.287  0.114  5.635
H  0.369  2.585  4.911
H  -1.774  0.893  -1.757
H  3.640  -6.521  2.831
H  5.539  0.509  0.368
H  1.709  -2.582  5.899
H  1.199  -1.140  1.292
H  -0.479  -1.409  1.239
H  -1.343  -0.101  -6.119
H  -6.226  4.238  -6.292
H  1.976  -6.623  2.349
H  2.370  -4.690  4.157
H  3.587  1.805  1.466
H  3.004  -5.751  1.262
H  -1.836  -0.305  -7.820
H  2.143  1.500  2.375
H  -6.695  5.109  -4.948
H  0.475  -0.409  5.566
H  -1.976  -0.884  -1.660
H  -6.167  2.047  -4.859

=====

Q: What is the maximum force in the second record?
A: 0.6 eV/Å

=====

Q: Which of these has the lowest maximum force?
A: C18H40As3F5N2O4STeTi

=====

Q: The lowest maximum force belongs to which entry?
A: C18H40As3F5N2O4STeTi

=====

Please write out number 2 again, unchanged.
Density functional theory data (ωB97M-V/def2-TZVPD) for a structure of composition C18H40As3F5N2O4STeTi.

The total charge is +2. The HOMO-LUMO gap comes out at 6.47 eV. The value obtained for the maximum force is 0.6 eV/Å. The energy above the lowest of the compared OMol25 structures with the same formula, charge and spin is 0.000 eV.

CARTESIAN COORDINATES (ANGSTROEM)
Te  -0.855  3.561  -2.355
As  1.948  1.876  0.529
As  3.631  -0.532  4.210
As  1.193  -2.013  -0.448
Ti  -0.279  -0.014  -1.438
S  0.347  -0.895  -3.885
F  -0.774  5.237  -1.586
F  -1.623  0.879  -2.336
F  -1.394  3.028  -0.539
F  -2.651  3.583  -2.739
F  -0.611  4.423  -4.025
O  0.843  1.031  -0.490
O  -0.617  -1.461  -2.872
O  0.873  0.285  -3.082
O  1.355  -1.785  -4.333
N  -1.617  -0.449  0.059
N  -4.062  -0.384  -0.019
C  -0.587  -0.282  -5.233
C  -4.761  0.938  0.027
C  -5.401  1.197  -1.326
C  -2.793  -0.415  0.019
C  0.357  -2.850  1.084
C  0.857  2.385  2.004
C  3.052  -1.638  0.048
C  3.535  0.799  0.724
C  3.516  -0.678  1.168
C  1.466  -3.527  -1.613
C  2.489  3.432  -0.440
C  5.004  -1.035  1.374
C  -4.856  -1.598  -0.397
C  2.244  -1.403  5.278
C  -6.212  -0.022  -1.826
C  3.038  1.312  4.528
C  2.720  -0.902  2.464
C  -6.252  -1.158  -0.804
H  0.324  1.509  2.367
H  -6.823  -0.867  0.079
H  -7.231  0.276  -2.063
H  2.430  -1.198  6.331
H  2.295  -2.481  5.130
H  -4.613  1.453  -2.036
H  1.248  -1.043  5.018
H  5.541  -1.019  0.425
H  1.951  1.389  4.535
H  5.095  -2.034  1.801
H  1.804  4.258  -0.253
H  1.998  -3.223  -2.511
H  3.469  1.990  3.790
H  -0.540  -3.357  0.730
H  3.490  3.713  -0.112
H  4.162  1.384  1.406
H  -5.488  0.880  0.835
H  3.413  1.623  5.503
H  -1.312  -1.053  -5.490
H  0.493  -3.925  -1.896
H  -1.090  0.633  -4.931
H  -6.034  2.079  -1.230
H  1.747  -0.395  2.432
H  1.034  -3.587  1.514
H  -6.760  -2.028  -1.220
H  1.464  2.818  2.795
H  -5.780  -0.396  -2.757
H  5.496  -0.344  2.059
H  2.033  -4.285  -1.075
H  -4.021  1.695  0.283
H  3.551  -1.396  -0.895
H  -4.344  -2.082  -1.229
H  3.987  0.897  -0.269
H  0.151  3.113  1.604
H  2.500  -1.969  2.545
H  3.407  -2.634  0.327
H  0.080  -2.113  1.832
H  2.527  3.184  -1.500
H  -4.875  -2.275  0.457
H  0.101  -0.117  -6.059